1.
Density functional theory data (the ωB97M-V functional and the def2-TZVPD basis) for a molecular structure, C29H28N4O4S3V in a non-equilibrium geometry.

```
69
Properties=species:S:1:pos:R:3:forces:R:3:mulliken_charge:R:1
C 1.7260 2.4628 0.6614 1.54 -0.22 -1.32 -0.116
O 0.2425 -1.9563 -0.6028 0.56 -1.24 -0.21 -0.285
S 1.7682 -5.4043 1.3204 0.52 -0.57 0.04 -0.235
C 1.0641 0.3475 4.0092 -0.11 0.28 0.06 0.575
C -2.7543 1.0848 -2.2009 -1.64 1.83 0.13 -0.023
H 2.6769 0.6006 2.8212 0.05 -0.20 -0.12 -0.037
C 1.6043 3.7955 0.3035 0.29 -0.11 1.00 -0.514
C 0.4103 2.2083 -2.3727 0.84 0.60 -0.31 0.164
C -0.0869 -1.5022 -1.7239 -1.21 1.07 -1.11 -0.398
C -4.9425 0.0997 -1.9505 1.52 -0.68 0.72 -0.578
H -0.5216 -5.9798 1.6517 -1.48 -1.21 -0.08 0.584
H -0.4352 0.5379 5.4212 1.81 0.28 -0.52 0.251
H 1.0790 1.9889 1.3251 -1.29 -0.40 1.19 0.140
V 0.4586 -1.0003 1.0441 0.11 0.82 1.26 0.832
H 2.3136 5.4847 -0.7893 0.19 -0.54 -0.10 0.318
C -2.2826 -3.6995 2.8248 -1.15 -2.71 1.93 -0.163
H -4.9156 -2.0332 -1.2671 0.41 1.29 -0.14 0.363
H 0.9319 1.5674 5.5750 0.43 1.12 0.72 0.211
H -2.6653 0.5402 1.9615 -0.20 0.38 -0.37 0.101
C -2.9512 -1.1550 -1.4668 0.41 -0.54 0.28 -0.093
C 3.5753 -3.3416 1.5998 0.11 0.28 -0.58 -0.814
H -0.1813 -0.4739 -4.3801 0.30 0.66 0.18 0.488
C -4.1500 1.2042 -2.2330 -0.07 -0.81 -0.02 -1.120
H 0.1999 2.5982 -1.3823 -0.05 -0.21 -0.22 1.244
C 2.7046 1.6725 0.0741 0.98 0.38 0.13 0.564
H -2.4772 -2.1249 -1.2333 -0.20 0.65 0.01 0.369
C 2.1375 -3.7490 1.5792 0.10 -0.32 -0.59 0.580
O -0.4130 0.6070 -0.3931 1.61 -0.31 0.50 -0.566
H 0.5123 0.9383 -0.4991 -0.52 0.17 0.59 -0.515
C -3.4538 -0.1911 1.7540 1.86 0.51 1.91 -0.882
N 0.5839 0.7192 5.2322 -2.19 -1.36 0.20 -0.511
N 2.3360 0.7527 3.7681 -0.81 -0.76 -1.66 -0.257
H 4.1516 -3.9609 0.8824 -0.15 0.19 0.83 0.351
H -4.2129 0.0024 2.5077 -0.25 -0.24 -0.12 0.559
H 3.9378 -3.3457 2.6209 0.26 -0.75 0.23 0.284
H -3.8139 -0.0623 0.7795 -0.49 0.03 -1.38 0.035
H -2.1834 1.9668 -2.4200 0.28 0.21 -0.18 0.401
C 0.0894 0.8988 -2.7465 -1.30 0.20 1.10 -0.638
C -0.0594 -3.8374 1.7915 -0.52 0.87 0.11 -0.107
H -2.1648 -4.7323 3.2242 -0.69 1.10 -0.10 0.394
C 3.6103 2.3720 -0.7900 -0.77 -3.50 0.07 -0.627
H 1.5178 4.0373 -2.9143 -0.84 -0.99 -0.43 0.540
N 1.0652 -3.0291 1.7265 -0.06 -0.21 0.49 0.178
C 0.1991 0.5131 -4.0705 0.18 -0.32 -0.69 -0.525
C -1.2956 -3.1626 2.1703 1.06 2.17 -2.63 -0.352
C -4.3515 -1.0796 -1.4590 0.68 -0.60 -1.15 -0.865
H 4.0093 3.9436 -2.0835 -0.17 0.35 0.89 0.336
C 0.0903 -5.1562 1.5432 2.26 1.63 0.27 -0.871
C 0.7989 1.3973 -4.9743 -0.02 -0.91 -0.26 -0.850
S -3.6131 -2.6464 2.9514 -0.11 -0.15 -0.07 -0.279
H -4.6508 2.1233 -2.4888 0.18 0.22 -0.29 0.438
H -5.9656 0.0951 -2.1555 -1.60 0.30 0.03 0.497
H 0.8607 1.1379 -6.0395 0.04 0.01 0.53 0.386
N -1.5625 -1.8508 1.6520 0.68 -0.92 0.83 0.901
C -0.6062 0.0082 -1.6716 -0.37 -1.14 -1.48 3.515
H 1.7583 3.2939 -5.2460 0.32 -0.26 -0.10 0.366
C -2.7467 -1.4801 2.0109 -0.94 -0.28 0.10 0.404
H 0.8399 4.2676 0.8787 -0.45 1.03 -0.15 0.459
C 3.4432 3.6422 -1.1828 0.38 1.29 -0.98 -0.250
H 2.9925 1.1098 4.4139 0.09 0.27 0.87 0.211
C 1.3424 2.5877 -4.5359 -0.65 1.27 -0.28 -0.733
S 2.8595 -0.0913 0.3986 -0.48 0.85 0.07 -0.597
C 2.4691 4.4189 -0.5728 -0.86 0.95 0.13 -0.778
H 4.2608 1.7166 -1.3496 0.46 0.09 0.03 0.371
C 1.0898 3.0623 -3.2562 0.36 -0.34 0.52 -1.162
C -2.1378 -0.0511 -1.8130 0.22 -1.36 0.18 -0.502
O 0.3365 -0.2840 3.2200 0.78 0.32 -0.22 -0.496
O -0.2245 -2.1150 -2.7737 0.29 0.18 0.24 -0.728
H 3.7718 -2.3094 1.3399 -0.52 0.31 -0.50 0.053
```
Positions in Å, forces in eV/Å.

Values from the calculation:
E_HOMO (alpha / beta) in eV: -6.76 / -7.25
Charge: 0
LUMO energy (alpha / beta) in Eh: 0.006 / 0.006
DFT total energy in Ha: -3780.5613
Spin multiplicity: 4
Frontier orbital gap (alpha / beta) in eV: 6.92 / 7.41

---

2.
Density functional theory data (the ωB97M-V functional and the def2-TZVPD basis) for a molecular structure, C36H72O27 in a non-equilibrium geometry.

```
135
Properties=species:S:1:pos:R:3:forces:R:3:mulliken_charge:R:1
O -0.2415 -1.0159 -6.0617 -2.02 2.14 1.70 -0.426
H 0.4259 -2.4678 -4.6565 -0.72 -0.13 -1.57 -0.623
H 6.9628 5.4190 4.0083 0.10 0.11 0.27 0.307
O 1.2609 -3.4374 3.2569 -0.22 -0.72 0.17 -0.443
H 7.8732 3.9716 3.7146 -0.65 -0.60 -0.72 0.248
H 2.2871 2.6974 1.2815 0.01 0.20 1.72 0.482
C -5.3132 0.4800 -2.9352 1.94 0.07 0.82 0.307
O -2.8561 2.8874 -3.9490 -6.53 7.19 6.33 -0.258
H -1.1361 8.0866 -2.3203 -0.03 -0.76 0.74 0.264
C -2.4638 -6.8103 1.8991 -0.31 -0.46 -0.60 -0.760
O -1.6187 -5.1825 -0.3269 0.70 0.76 3.95 -0.604
H 0.9216 1.9023 5.2029 -0.08 0.44 0.50 0.088
H -2.3185 2.6140 -5.7938 0.85 -0.78 -0.95 0.470
H -7.0544 -0.7289 -3.4978 0.24 0.10 0.61 0.388
H -0.9512 2.8690 -3.0707 -0.52 -0.05 -0.01 0.203
H 0.6164 -3.5649 -3.2762 -0.27 -0.72 0.06 0.738
H -3.6636 -5.5527 -1.2824 0.43 0.17 -0.17 0.005
C 4.2302 -1.5249 3.3129 -2.72 1.63 0.14 0.424
C 0.3532 -1.6215 0.9283 -1.13 -2.73 -0.05 -0.024
O 0.1536 4.8517 -3.6274 2.17 1.87 2.37 -0.660
H 0.1300 -0.1785 -2.3375 0.07 -0.90 0.94 0.312
C -1.1179 -0.3748 -5.1779 0.67 0.08 -2.25 1.149
C 0.3800 0.1722 9.5510 0.84 0.25 -1.38 -0.545
H 1.6141 1.6712 2.6160 0.39 -1.16 0.28 -0.744
C 0.4760 -2.1492 -5.6977 3.27 -0.93 -0.57 1.145
H -2.4106 -7.2696 0.9120 0.11 -0.03 0.01 0.311
H -0.5460 -4.4749 3.0458 0.86 0.56 1.20 0.283
H -1.2032 -2.5310 -4.5334 -0.87 -0.81 0.49 0.601
H 1.6491 0.1735 3.9440 5.15 0.91 7.49 0.600
H -6.4735 0.2441 -4.7743 0.73 -0.03 -0.04 0.335
C 1.1825 -0.1556 4.8724 0.41 2.28 11.05 -1.285
C 1.7169 2.4697 -0.6123 2.97 9.25 -5.90 -1.719
C 1.6439 3.3573 1.8637 -0.58 2.10 0.09 -1.446
O 1.1723 4.5681 -1.6233 -1.26 2.63 0.64 -0.172
O 1.3983 -1.1230 3.4711 3.09 -17.23 -7.01 -0.056
H 3.9605 -0.7235 2.6250 -0.44 0.14 0.06 0.102
C -1.3550 -2.5933 -3.4559 2.52 -1.71 -0.10 -0.366
O -4.5598 1.5759 -3.5812 -0.40 -0.31 -1.24 -0.346
H 0.7266 2.8599 2.1787 -0.06 0.43 -0.27 0.696
H -2.2024 1.8815 -4.2593 2.73 -5.10 -3.14 -1.756
O 4.3699 5.4824 4.2880 -0.15 -0.91 -0.30 -0.547
H -0.9488 6.9746 -3.6940 0.00 -0.21 0.22 0.311
H 2.0327 3.4404 3.9194 0.11 0.63 0.62 -0.036
C 1.8646 -2.2722 3.3358 1.43 1.56 0.07 0.969
C 0.4758 5.2622 -2.4919 0.01 -1.58 -3.55 0.888
H 6.1272 -1.1325 2.6055 0.32 -0.23 0.29 0.402
C 2.3133 4.0586 3.0666 -2.03 -1.14 -1.42 -0.337
H 1.0504 0.3112 3.5315 -6.40 4.30 -5.88 -0.122
H -5.4120 0.8266 -1.9065 -0.48 -0.35 0.03 0.396
C -0.1577 -3.5462 3.4640 -0.42 0.75 1.90 -0.487
H -2.0517 0.1661 -3.4505 -2.25 3.22 2.92 0.948
O -3.2235 -5.6456 -3.3099 0.57 1.00 -0.63 -0.373
H -3.4978 -6.5210 2.0866 -0.03 -0.41 0.29 0.287
O -1.4317 -0.6528 -4.0163 7.07 1.29 -14.72 -0.713
C -2.4181 1.6466 -5.3016 1.08 -3.19 -2.40 1.173
C 0.4515 0.6024 0.2720 0.91 -0.93 0.73 0.605
H 4.2122 -1.1156 4.3230 0.30 0.15 0.06 0.193
H 0.9462 -0.4883 8.8942 -0.22 -0.47 0.23 0.250
C -0.4468 7.4157 -2.8329 0.10 0.54 -1.30 -0.682
H 2.6991 2.7515 -0.2327 -0.37 0.12 0.28 1.225
H -3.4590 1.3563 -5.4443 0.19 -0.10 0.23 0.383
O 1.5413 0.7138 -0.2774 -4.34 -12.83 7.15 -0.314
O -0.5442 -3.9171 1.3231 -2.95 -2.61 -2.14 -0.061
H 0.8163 -1.9555 -3.1198 -0.62 0.69 0.65 0.413
C 6.9148 4.3329 4.0874 -0.03 1.69 0.95 -0.684
H 0.6925 -3.4570 -0.1156 0.51 -0.06 -0.01 0.476
H 5.9197 -2.5934 3.7034 0.73 -0.05 -0.36 0.360
O -1.6122 0.6335 -5.8616 1.29 -1.54 -2.10 -0.440
O -0.7608 0.6769 8.8125 -0.19 0.88 -0.24 -0.310
H 1.8673 1.4787 -1.0406 0.98 3.88 -3.43 0.427
H 0.0110 -0.8372 0.2531 0.44 -4.54 0.35 -0.350
C -0.6885 1.1807 7.5415 -3.02 0.62 -0.63 0.726
C -1.3429 -4.9315 0.8678 0.16 -0.56 -2.22 0.514
C 4.5567 4.5119 3.5932 0.71 0.70 -0.10 0.600
H -4.3173 -4.1787 -2.1525 0.10 -0.14 -0.57 0.152
H -2.0068 -7.4523 2.6522 -0.58 -0.19 -0.03 0.294
H -0.1224 -1.2204 1.8233 -0.17 -1.46 -0.24 0.505
C -1.6532 3.5156 -3.5971 0.56 1.32 -0.20 -0.896
C -6.5497 0.2185 -3.6873 -1.68 1.25 -0.87 -1.457
H 0.5900 -1.0682 4.9378 -0.74 0.99 1.08 0.618
H 1.0626 2.7815 -2.6818 -0.49 0.38 -0.01 0.304
H 1.1088 0.9511 9.7753 -0.36 0.43 0.14 0.260
C 0.3513 -3.1962 -6.7961 -0.42 -1.02 1.16 -1.376
H -2.8597 0.6552 -2.0391 1.22 -2.14 1.86 0.982
O -1.3882 -5.2611 -4.5837 -2.77 1.56 2.03 -0.582
H 5.4098 -2.6279 1.9928 0.11 -0.03 0.00 0.294
C 0.0850 -2.7160 -2.8459 -0.29 -1.68 0.22 -0.455
H 6.8778 4.0667 5.1437 -0.25 -0.02 0.02 0.285
H -1.7182 -1.6111 -3.1535 -0.48 -4.93 0.97 -0.450
H 1.1753 -3.9085 -6.7549 0.23 0.11 0.28 0.348
H -2.2515 -1.0606 -2.2260 -0.90 0.81 0.95 0.199
H -0.4056 -3.5374 4.5254 0.43 0.27 0.34 0.372
O -1.6640 1.7752 7.0012 3.83 -2.17 2.28 -0.583
C -2.0541 0.0013 -2.3730 -2.68 2.67 7.16 -1.669
C 5.5272 -2.0011 2.8768 0.94 -1.18 0.05 -1.507
O -1.6961 -5.6452 1.9672 1.06 1.86 -0.99 -0.356
H 1.5408 -1.9164 -5.6848 0.37 0.92 -0.37 0.392
C -3.5384 2.2058 -3.0320 -1.35 0.67 4.37 0.924
O 3.2317 -2.5559 3.2796 -1.25 -0.27 -0.16 -0.427
O 0.4575 0.8257 6.9279 -1.32 0.43 0.88 -0.200
O -3.2548 2.1337 -1.8275 -1.08 2.60 -2.31 -0.575
O -0.7131 0.2518 -0.3716 0.01 3.17 -0.52 -0.290
H -0.6151 -2.6957 2.9586 -0.26 -0.28 0.67 0.231
H -1.2469 3.7386 -4.5837 0.01 0.00 0.39 0.221
C 1.3403 0.6199 2.5271 0.33 4.70 -4.27 0.527
H 0.3633 -2.8280 -7.8219 -0.44 0.36 0.28 0.317
H 1.4303 -1.5171 1.0590 -0.13 -0.69 -0.12 0.552
C 0.4405 0.9825 5.5354 0.54 -0.05 -2.30 -0.860
H -4.9670 -5.8681 -2.3398 -0.18 0.37 -0.35 0.367
H 0.0831 -0.3076 10.4836 -0.48 0.09 -0.43 0.252
H 2.2107 0.0018 2.3070 -0.25 0.98 -1.27 0.028
H 0.8834 2.6184 0.0742 0.29 0.18 -1.15 0.436
H -4.7323 -0.4423 -2.9293 0.63 0.32 0.01 -0.086
H -0.4792 1.3368 -2.1222 -0.01 0.42 0.55 -2.024
O 5.7559 3.9186 3.3972 -0.56 -1.27 -0.83 -0.317
H 2.6241 3.4366 -2.3772 0.28 -0.23 0.12 0.322
O 0.1914 6.4359 -2.0180 -0.57 1.49 1.28 -0.363
H -1.7869 4.4566 -3.0634 -0.65 -0.61 -0.05 0.546
O 3.6562 3.8850 2.7967 3.02 0.39 0.77 -0.112
H -0.5075 0.9102 5.0023 -0.73 0.68 1.12 0.487
H 0.2958 8.1067 -3.2319 0.38 -0.26 -0.01 0.292
H -7.2084 1.0615 -3.4786 -0.57 -0.24 0.03 0.355
O -2.2607 -3.5652 -3.1761 -2.06 -4.82 0.23 -0.135
C 1.6412 3.3094 -1.9236 0.61 -1.75 0.52 -0.608
H -0.5080 -3.7999 -6.5039 -0.39 -0.08 -0.85 0.281
H 2.0189 -0.3626 5.5400 0.51 -0.13 0.17 0.284
C -0.6861 0.3136 -1.8085 -1.12 1.85 -1.19 1.740
C -4.0822 -5.2396 -2.2389 -0.36 -0.63 0.84 -0.317
H 1.9958 5.1007 3.1009 0.19 -0.09 0.51 0.370
H 0.0477 -2.9283 -1.7774 0.28 0.51 -0.78 -1.183
O 0.2324 0.5868 1.6373 0.07 2.65 -2.24 -0.016
C -0.1608 -3.0008 0.3863 2.98 1.95 -2.07 -2.082
C -2.2545 -4.8514 -3.7898 2.76 0.58 0.13 0.606
H -0.7964 -2.9060 -0.4941 -1.21 0.20 1.10 0.766
H 1.3391 4.0387 1.0693 0.12 0.77 0.47 0.701
```
Positions in Å, forces in eV/Å.

Values from the calculation:
E_HOMO in eV: -7.45
Charge: 0
LUMO energy in Eh: 0.016
DFT total energy in Ha: -3444.9415
Spin multiplicity: 1
Energy relative to the best compared isomer or geometry (same formula, charge and spin) in kcal per mole: 987.1
Frontier orbital gap in eV: 7.88

---

3.
Density functional theory data (the ωB97M-V functional and the def2-TZVPD basis) for C4H8N4 in the gas phase in a non-equilibrium geometry.

```
16
Properties=species:S:1:pos:R:3:forces:R:3:mulliken_charge:R:1
C -1.8603 -0.3598 -1.2316 -0.18 1.39 -2.22 -0.371
C -1.0322 -0.5963 1.0967 -1.77 -2.22 -1.45 0.165
H -1.0985 1.9546 -1.2494 -0.18 -1.52 0.54 0.258
H -1.7074 -1.5064 1.1538 1.09 0.60 1.09 0.323
N 1.9977 0.5447 0.7732 -0.18 2.46 1.71 -0.295
H 0.0851 0.4495 -1.1913 0.09 0.85 0.42 0.188
H -2.8312 -0.1749 -1.8363 1.50 -0.62 1.60 0.241
N 0.0287 -0.4562 1.7589 0.08 -0.05 -0.13 -0.487
C 0.9647 0.5463 1.5071 0.47 1.56 0.39 -0.034
N -1.6611 0.1006 0.0736 1.59 3.37 0.15 -0.248
H 0.9671 1.5229 2.0620 -0.84 -1.19 -0.12 0.287
H 3.1888 0.0387 -0.6513 -1.42 -1.11 1.30 0.247
N 2.3686 -0.3666 -0.0962 2.84 -4.54 -2.03 -0.452
H 2.7099 -1.3762 0.3309 -1.31 3.23 -1.22 0.264
H -1.2164 -1.1959 -1.4999 -0.64 -0.28 -0.32 0.304
C -0.9033 0.8752 -1.0003 -1.13 -1.95 0.28 -0.389
```
Positions in Å, forces in eV/Å.

Values from the calculation:
E_HOMO in eV: -8.05
Charge: 0
LUMO energy in Eh: 0.037
DFT total energy in Ha: -376.0820
Spin multiplicity: 1
Energy relative to the best compared isomer or geometry (same formula, charge and spin) in kcal per mole: 104.5
Frontier orbital gap in eV: 9.06
SMILES: N/N=C\N=C/N1CC1

---

What is the charge in the third record?
0